C20H22AsMgNO4S4 as an isolated structure, computed with ωB97M-V/def2-TZVPD.

## Properties
HOMO-LUMO gap, eV: 4.66
LUMO level, eV: 4.16
HOMO level, eV: -0.50
Relative energy (zero: lowest compared OMol25 entry of this formula, charge and spin), kJ/mol: 112.62

Structure (ORCA input):
```
! wB97M-V def2-TZVPD RIJCOSX def2/J DEFGRID3
* xyz -2 1
Mg -0.11 0.19 -0.08
S -4.48 0.41 -1.90
As -3.13 0.05 -0.30
S -1.68 -1.53 -0.83
S -1.85 1.82 0.10
S -4.17 -0.50 1.47
O 0.01 -0.12 2.08
C 1.28 -0.68 2.43
C 2.35 -0.13 1.40
O 3.54 -0.27 1.67
O 1.84 0.39 0.37
C 1.61 -0.31 3.86
C 2.24 0.90 4.15
C 2.44 1.30 5.46
C 2.00 0.49 6.51
C 1.38 -0.71 6.23
C 1.18 -1.11 4.92
C 1.16 -2.18 2.20
C 2.29 -2.99 2.27
C 2.20 -4.35 2.02
C 0.97 -4.92 1.70
C -0.16 -4.12 1.65
C -0.07 -2.75 1.90
H -0.04 0.80 2.36
H 2.58 1.52 3.33
H 2.93 2.24 5.67
H 2.15 0.81 7.53
H 1.04 -1.34 7.04
H 0.69 -2.05 4.70
H 3.25 -2.54 2.52
H 3.09 -4.97 2.06
H 0.90 -5.98 1.48
H -1.13 -4.54 1.40
H -0.96 -2.14 1.84
O 0.55 0.32 -2.06
C 0.94 -0.64 -2.71
C 1.56 -1.85 -2.05
C 1.23 -3.18 -2.73
C 2.12 -3.49 -3.94
C 2.45 -2.25 -4.76
C 1.21 -1.45 -5.13
N 0.73 -0.61 -4.05
H 1.13 -1.86 -1.04
H 2.63 -1.70 -1.91
H 0.18 -3.16 -3.01
H 1.34 -3.98 -1.99
H 1.60 -4.22 -4.58
H 3.05 -3.96 -3.61
H 2.97 -2.56 -5.68
H 3.13 -1.60 -4.21
H 0.42 -2.13 -5.47
H 1.45 -0.79 -5.97
H 0.13 0.16 -4.31
*
```

C20H22BFN10ORu as an isolated structure, computed with ωB97M-V/def2-TZVPD.

## Properties
HOMO-LUMO gap (spin up / spin down), eV: 8.16 / 5.10
LUMO level (spin up / spin down), eV: -9.65 / -12.70
HOMO level (spin up / spin down), eV: -17.81 / -17.80
Relative energy (zero: lowest compared OMol25 entry of this formula, charge and spin), kJ/mol: 27.50
Expectation value of S²: 8.78

Structure (ORCA input):
```
! wB97M-V def2-TZVPD RIJCOSX def2/J DEFGRID3
* xyz 3 6
Ru -0.05 0.49 0.59
C -2.38 -2.75 1.84
C -1.57 -1.67 2.11
N -1.07 -1.20 0.96
N -1.57 -1.93 -0.06
C -2.36 -2.88 0.46
B -1.19 -1.61 -1.54
N 0.36 -1.50 -1.59
C 1.29 -2.00 -2.41
C 2.53 -1.48 -2.08
C 2.28 -0.62 -1.03
N 0.96 -0.63 -0.74
N -1.74 -0.22 -1.93
C -2.36 0.24 -3.04
C -2.63 1.58 -2.87
C -2.13 1.89 -1.61
N -1.60 0.82 -1.05
N -1.74 -2.75 -2.43
C -1.31 -3.98 -2.56
C -2.28 -4.70 -3.34
C -3.30 -3.76 -3.61
N -3.02 -2.62 -3.02
H -2.93 -3.36 2.55
H -1.33 -1.21 3.06
H -2.89 -3.59 -0.15
H 1.03 -2.69 -3.20
H 3.48 -1.69 -2.55
H 2.96 0.00 -0.47
H -2.55 -0.38 -3.90
H -3.12 2.24 -3.57
H -2.16 2.84 -1.09
H -0.38 -4.33 -2.14
H -2.29 -5.76 -3.58
H -4.23 -3.90 -4.14
C 2.74 3.52 -1.09
C 1.80 3.11 -0.01
O 1.12 2.05 -0.18
N 1.78 3.84 1.09
C 0.96 3.62 2.28
C 1.41 2.45 3.14
C 1.92 2.65 4.42
C 2.34 1.55 5.16
C 2.25 0.28 4.62
C 1.71 0.14 3.36
N 1.29 1.20 2.65
H 2.59 2.91 -1.98
H 3.77 3.41 -0.75
H 2.59 4.57 -1.36
H 2.46 4.59 1.14
H -0.07 3.45 1.99
H 0.99 4.54 2.86
H 2.00 3.65 4.81
H 2.74 1.69 6.16
H 2.57 -0.60 5.17
H 1.62 -0.83 2.89
F -1.26 1.29 1.77
*
```

An isolated molecule of C20H22ClNO4, computed with ωB97M-V/def2-TZVPD.

## Properties
HOMO-LUMO gap, eV: 9.44
LUMO level, eV: 0.55
HOMO level, eV: -8.89
Relative energy (zero: lowest compared OMol25 entry of this formula, charge and spin), kJ/mol: 108.44
Structure (SMILES): CCOC(=O)C1(Cc2ccc(Cl)cc2)CCN(C(=O)c2ccoc2)CC1

Structure (ORCA input):
```
! wB97M-V def2-TZVPD RIJCOSX def2/J DEFGRID3
* xyz 0 1
C -0.39 -5.37 0.20
C 0.52 -4.35 0.89
H 0.59 -4.56 1.96
H 1.51 -4.36 0.43
O -0.02 -3.03 0.80
C 0.21 -2.35 -0.32
O 0.88 -2.77 -1.23
C -0.45 -0.97 -0.28
C -0.20 -0.25 -1.62
H 0.65 -0.72 -2.11
C 0.09 1.23 -1.43
N 1.30 1.41 -0.64
C 2.03 2.53 -0.85
O 1.69 3.39 -1.63
C 3.29 2.66 -0.08
C 3.74 3.82 0.49
O 4.95 3.65 1.04
C 5.31 2.38 0.81
C 4.34 1.71 0.13
H 4.38 0.70 -0.21
H 6.27 2.06 1.17
H 3.28 4.78 0.57
C 1.55 0.41 0.37
H 2.08 0.88 1.21
C 0.22 -0.16 0.85
H 0.38 -0.81 1.72
H -0.43 0.66 1.15
H 2.18 -0.40 -0.02
H -0.76 1.74 -0.95
H 0.26 1.72 -2.40
H -1.06 -0.37 -2.28
C -1.95 -1.20 0.01
C -2.76 0.06 0.08
C -2.93 0.71 1.30
C -3.65 1.89 1.39
C -4.22 2.43 0.24
C -4.09 1.78 -0.97
C -3.36 0.61 -1.04
H -3.28 0.10 -2.00
H -4.55 2.20 -1.86
Cl -5.13 3.90 0.34
H -3.78 2.39 2.34
H -2.51 0.29 2.20
H -2.03 -1.74 0.95
H -2.35 -1.84 -0.79
H -0.44 -5.15 -0.87
H -1.39 -5.33 0.62
H 0.02 -6.36 0.33
*
```

C20H22Co2O10 as an isolated structure, computed with ωB97M-V/def2-TZVPD.

## Properties
HOMO-LUMO gap, eV: 2.29
LUMO level, eV: 4.46
HOMO level, eV: 2.17
Relative energy (zero: lowest compared OMol25 entry of this formula, charge and spin), kJ/mol: 152.23

Structure (ORCA input):
```
! wB97M-V def2-TZVPD RIJCOSX def2/J DEFGRID3
* xyz -2 1
C -1.21 -1.89 4.19
C -0.24 -1.15 3.27
C -0.70 -1.15 1.81
C 0.40 -0.73 0.83
C 0.53 0.78 0.52
C 1.86 1.40 1.04
O 2.11 2.59 0.92
O 2.71 0.51 1.56
C 3.98 1.10 1.93
C 5.04 0.04 1.91
C -0.42 1.63 1.38
O -0.15 2.03 2.50
O -1.62 1.86 0.83
C -2.47 2.61 1.74
C -3.88 2.54 1.21
H -0.78 -1.94 5.19
H -2.17 -1.38 4.25
H -1.38 -2.91 3.83
H -0.13 -0.10 3.58
H 0.76 -1.60 3.33
H -1.02 -2.17 1.53
H -1.57 -0.49 1.68
H 1.37 -1.12 1.13
H 0.19 -1.21 -0.14
H 4.21 1.88 1.20
H 3.86 1.56 2.92
H 5.93 0.49 2.36
H 4.79 -0.87 2.45
H 5.30 -0.21 0.87
H -2.41 2.14 2.73
H -2.10 3.64 1.79
H -4.52 3.18 1.82
H -3.95 2.87 0.16
H -4.26 1.51 1.27
O -0.46 1.35 -6.48
C -0.77 0.57 -5.68
Co -1.15 -0.62 -4.45
C -2.57 -0.43 -3.39
O -3.51 -0.33 -2.72
C -2.18 -1.26 -5.73
O -2.78 -1.71 -6.61
C 0.25 0.19 -3.34
C 0.31 0.14 -1.97
C 0.37 1.16 -0.92
Co 0.35 -1.51 -2.72
C -0.47 -2.70 -1.67
O -0.96 -3.62 -1.14
C 1.94 -2.30 -2.82
O 2.96 -2.85 -2.93
C -0.49 -2.43 -4.18
O -0.51 -3.50 -4.67
H 0.97 0.78 -3.92
H 1.20 1.87 -1.17
H -0.54 1.78 -1.03
*
```

An isolated molecule of C20H22FNO2, computed with ωB97M-V/def2-TZVPD.

## Properties
HOMO-LUMO gap, eV: 9.48
LUMO level, eV: 0.55
HOMO level, eV: -8.93
Relative energy (zero: lowest compared OMol25 entry of this formula, charge and spin), kJ/mol: 39.46
Structure (SMILES): CN1C(=O)C[C@H](c2ccccc2)[C@@H]1[C@@H](O)CCc1ccc(F)cc1

Structure (ORCA input):
```
! wB97M-V def2-TZVPD RIJCOSX def2/J DEFGRID3
* xyz 0 1
O 1.36 -4.18 1.98
F -5.99 1.85 0.51
O -0.74 -0.91 0.49
C 1.44 -3.11 1.39
C 2.31 3.30 1.27
C 3.18 2.66 0.35
C 1.50 2.55 2.10
C -3.79 2.51 -0.18
C -4.69 0.34 -0.77
C -2.57 2.17 -0.79
C -3.49 -0.02 -1.36
C 3.10 1.26 0.23
C 1.47 1.16 2.00
C -4.85 1.59 -0.15
C -2.42 0.87 -1.34
C 2.25 0.48 1.05
N 1.31 -2.96 0.04
C 0.80 -4.02 -0.86
C -1.17 0.62 -2.16
C 0.10 0.46 -1.31
C 1.86 -1.84 2.07
C 1.50 -1.57 -0.37
C 0.09 -0.92 -0.63
C 2.31 -0.99 0.86
H -1.56 -0.46 0.25
H 2.41 4.36 1.37
H 3.84 3.25 -0.30
H 0.84 2.99 2.85
H -3.84 3.46 0.36
H -5.50 -0.39 -0.70
H -1.80 2.97 -0.82
H -3.42 -1.02 -1.78
H 3.76 0.75 -0.45
H 0.83 0.63 2.67
H 1.12 -3.91 -1.90
H 1.18 -5.03 -0.52
H -0.29 -4.01 -0.81
H -1.32 -0.26 -2.82
H -1.03 1.48 -2.80
H 0.95 0.54 -2.00
H 0.21 1.25 -0.60
H 0.97 -1.44 2.64
H 2.67 -2.03 2.80
H 2.08 -1.58 -1.28
H -0.37 -1.60 -1.35
H 3.36 -1.25 0.74
*
```

C20H22IN3O4Re as an isolated structure, computed with ωB97M-V/def2-TZVPD.

## Properties
HOMO-LUMO gap (spin up / spin down), eV: 7.68 / 7.57
LUMO level (spin up / spin down), eV: -6.26 / -6.28
HOMO level (spin up / spin down), eV: -13.94 / -13.85
Expectation value of S²: 0.76

Structure (ORCA input):
```
! wB97M-V def2-TZVPD RIJCOSX def2/J DEFGRID3
* xyz 2 2
Re 0.11 0.98 -0.37
C 0.92 4.08 -0.16
C 0.46 3.81 1.26
O -0.28 2.59 1.27
C -0.61 2.13 2.59
C -1.11 0.71 2.51
O -0.30 -0.15 1.70
C 0.90 -0.70 2.25
C 2.09 0.24 2.15
O 2.12 0.82 0.84
C 3.10 1.86 0.72
C 2.85 2.61 -0.58
O 1.47 2.92 -0.79
H 1.64 4.89 -0.16
H 0.07 4.36 -0.78
H -0.18 4.63 1.59
H 1.31 3.74 1.95
H -1.39 2.76 3.00
H 0.27 2.21 3.23
H -2.09 0.68 2.03
H -1.20 0.30 3.52
H 1.09 -1.59 1.66
H 0.76 -0.99 3.29
H 3.01 -0.33 2.33
H 2.04 1.04 2.90
H 4.10 1.42 0.68
H 3.04 2.52 1.58
H 3.14 2.00 -1.43
H 3.44 3.53 -0.58
I -2.13 1.15 -1.77
C -2.72 -0.92 -1.82
C -4.01 -1.12 -2.21
C -4.58 -2.40 -2.13
C -3.86 -3.42 -1.59
C -2.52 -3.24 -1.18
C -1.81 -4.32 -0.62
C -0.48 -4.21 -0.30
C 0.19 -3.01 -0.59
C -0.49 -1.93 -1.10
C -1.88 -1.97 -1.36
H -4.62 -0.29 -2.55
H -5.60 -2.55 -2.48
H -4.31 -4.40 -1.47
H -2.33 -5.26 -0.45
H 0.06 -5.04 0.12
H 1.26 -2.95 -0.46
N 3.50 -2.35 -4.62
C 2.63 -1.81 -4.10
N 1.59 -1.23 -3.53
C 1.02 -1.00 -2.52
N 0.33 -0.78 -1.49
*
```

An isolated molecule of C20H22N2O4, computed with ωB97M-V/def2-TZVPD.

## Properties
HOMO-LUMO gap, eV: 9.00
LUMO level, eV: 0.47
HOMO level, eV: -8.53
Relative energy (zero: lowest compared OMol25 entry of this formula, charge and spin), kJ/mol: 487.74
Structure (SMILES): COCC(=O)N/N=C\c1ccc(OC/C=C/c2ccccc2)c(OC)c1

Structure (ORCA input):
```
! wB97M-V def2-TZVPD RIJCOSX def2/J DEFGRID3
* xyz 0 1
C 4.46 1.04 -1.89
H 3.77 1.77 -2.33
O 3.76 -0.18 -1.85
C 4.51 -1.23 -1.27
C 4.49 -1.24 0.26
O 5.30 -1.85 0.92
N 3.44 -0.53 0.75
N 3.17 -0.39 2.06
C 2.16 0.26 2.45
C 1.15 0.97 1.66
C 0.71 2.22 2.09
C -0.22 2.92 1.34
C -0.71 2.41 0.15
C -0.28 1.15 -0.30
C 0.63 0.44 0.47
H 0.88 -0.57 0.19
O -0.79 0.72 -1.47
C -0.40 -0.54 -1.96
H 0.68 -0.59 -2.13
H -0.92 -0.66 -2.91
H -0.71 -1.35 -1.29
O -1.63 3.13 -0.58
C -2.99 2.91 -0.18
C -3.35 1.46 -0.35
C -3.14 0.57 0.62
C -3.25 -0.88 0.48
C -3.99 -1.49 -0.53
C -4.01 -2.86 -0.65
C -3.29 -3.66 0.22
C -2.55 -3.06 1.23
C -2.53 -1.69 1.36
H -1.95 -1.23 2.15
H -1.98 -3.68 1.92
H -3.30 -4.73 0.12
H -4.60 -3.32 -1.43
H -4.57 -0.88 -1.21
H -2.79 0.91 1.59
H -3.64 1.16 -1.34
H -3.11 3.22 0.87
H -3.57 3.56 -0.83
H -0.57 3.89 1.67
H 1.10 2.64 3.00
H 2.08 0.35 3.53
H 2.86 -0.04 0.05
H 5.55 -1.23 -1.62
H 4.04 -2.17 -1.61
H 5.35 0.97 -2.52
H 4.76 1.38 -0.89
*
```

C20H22N2O4 as an isolated structure, computed with ωB97M-V/def2-TZVPD.

## Properties
HOMO-LUMO gap, eV: 8.36
LUMO level, eV: -0.51
HOMO level, eV: -8.87
Relative energy (zero: lowest compared OMol25 entry of this formula, charge and spin), kJ/mol: 2055.06

Structure (ORCA input):
```
! wB97M-V def2-TZVPD RIJCOSX def2/J DEFGRID3
* xyz 0 1
O -2.12 -3.72 -0.67
C -1.67 -2.80 -0.07
N -0.41 -2.54 0.35
C 0.00 -1.57 1.15
H -0.84 -1.13 1.46
C 0.78 -0.72 0.37
H 1.15 0.04 1.10
C 1.95 -1.42 -0.44
C 1.33 -2.60 -1.17
C 0.53 -3.51 -0.17
H -0.04 -4.08 -0.70
H 0.96 -3.78 0.57
H 2.21 -3.44 -1.58
H 0.81 -2.17 -1.87
H 2.62 -1.82 0.35
C 2.73 -0.58 -1.14
C 3.46 0.44 -0.48
C 4.55 0.36 0.29
C 5.26 1.57 0.84
C 4.54 2.76 0.99
C 3.37 2.91 0.05
C 2.73 1.96 -0.41
H 1.94 2.14 -1.08
H 2.89 3.94 0.28
H 5.01 3.71 1.17
H 6.15 1.33 1.46
H 5.06 -0.75 0.23
H 3.61 -1.00 -1.76
H 2.06 -0.21 -1.94
H 0.26 -0.24 -0.40
H 0.55 -1.86 1.94
C -2.90 -1.78 0.25
H -3.78 -2.01 -0.08
O -2.50 -0.59 -0.08
C -3.36 0.50 0.04
C -4.55 0.68 0.67
C -5.38 1.60 0.56
C -4.99 2.85 0.53
C -3.76 2.98 -0.30
C -3.03 1.95 -0.34
N -1.56 1.94 -0.91
O -1.35 3.22 -0.87
O -1.17 1.01 -1.51
H -3.43 3.74 -0.66
H -5.73 3.75 0.27
H -6.23 1.43 1.17
H -4.87 -0.57 1.05
H -2.86 -1.92 1.51
*
```

An isolated molecule of C20H22N2O4, computed with ωB97M-V/def2-TZVPD.

## Properties
HOMO-LUMO gap, eV: 9.19
LUMO level, eV: 0.79
HOMO level, eV: -8.40
Relative energy (zero: lowest compared OMol25 entry of this formula, charge and spin), kJ/mol: 210.54
Structure (SMILES): COc1cccc(OC)c1C(=O)Nc1ccccc1C(=O)N1CCCC1

Structure (ORCA input):
```
! wB97M-V def2-TZVPD RIJCOSX def2/J DEFGRID3
* xyz 0 1
C -3.15 -2.20 -2.54
H -2.47 -2.69 -3.24
O -2.38 -1.24 -1.87
C -2.95 -0.50 -0.89
C -4.30 -0.55 -0.56
C -4.79 0.27 0.43
C -3.98 1.17 1.10
C -2.63 1.24 0.77
C -2.10 0.40 -0.22
C -0.63 0.34 -0.48
O -0.01 -0.70 -0.56
N -0.06 1.57 -0.66
C 1.31 1.82 -0.81
C 1.71 2.81 -1.70
C 3.05 3.08 -1.90
C 4.01 2.35 -1.21
C 3.61 1.37 -0.32
C 2.27 1.10 -0.10
C 1.87 0.17 1.01
O 1.24 0.58 1.97
N 2.36 -1.08 0.94
C 2.84 -1.73 -0.26
C 2.26 -3.14 -0.16
H 2.81 -3.87 -0.76
C 2.32 -3.41 1.34
H 1.65 -4.20 1.66
C 1.94 -2.06 1.94
H 2.44 -1.85 2.89
H 0.86 -1.97 2.09
H 3.34 -3.68 1.63
H 1.22 -3.11 -0.49
H 2.51 -1.20 -1.15
H 3.94 -1.76 -0.25
H 4.36 0.82 0.25
H 5.06 2.55 -1.37
H 3.35 3.85 -2.59
H 0.96 3.37 -2.24
H -0.67 2.37 -0.68
O -1.76 2.11 1.34
C -2.12 2.74 2.55
H -2.88 3.51 2.39
H -1.20 3.21 2.91
H -2.47 2.02 3.29
H -4.39 1.80 1.86
H -5.84 0.22 0.69
H -4.97 -1.23 -1.07
H -3.97 -1.73 -3.11
H -3.56 -2.94 -1.85
*
```